{
  "formula": "C5H9NS2",
  "method": "the ωB97M-V functional and the def2-TZVPD basis",
  "homo_energy_ha": -0.32001,
  "smiles": "CN[C@H]1C[C@@H](S)C1=S",
  "de_lowest_kcal_mol": 36.70,
  "max_force_ha_per_bohr": 0.0181,
  "charge": 0,
  "orbital_gap_ha": 0.311,
  "mol_weight_g_mol": 147.27,
  "species": ["C", "C", "C", "C", "C", "H", "H", "H", "H", "H", "H", "H", "H", "H", "N", "S", "S"],
  "positions_angstrom": [[-3.366, -0.645, -0.293], [-1.135, -0.198, 0.493], [-0.285, -1.449, 0.097], [0.974, -0.684, 0.567], [0.157, 0.590, 0.420], [-4.151, -0.218, -0.930], [-3.144, -1.628, -0.679], [-3.769, -0.781, 0.700], [-1.967, 0.534, -1.181], [-1.436, -0.279, 1.563], [-0.263, -1.583, -0.986], [-0.501, -2.406, 0.601], [1.201, -0.864, 1.620], [2.839, -2.012, -0.037], [-2.244, 0.285, -0.259], [2.525, -0.734, -0.374], [0.526, 2.082, -0.037]],
  "forces_ev_per_angstrom": [[-0.4, 0.8, -0.4], [-0.1, 0.2, 0.6], [0.0, -0.4, 0.2], [0.2, 0.1, 0.0], [0.2, 0.1, -0.1], [0.1, -0.1, 0.3], [0.3, -0.6, -0.3], [-0.1, 0.1, 0.4], [0.3, 0.3, -0.7], [0.2, 0.0, -0.5], [0.0, 0.0, 0.1], [0.1, 0.4, -0.2], [-0.1, 0.0, 0.0], [-0.1, 0.4, -0.1], [-0.4, -0.5, 0.7], [-0.1, -0.3, 0.1], [-0.1, -0.3, 0.1]]
}


{
  "formula": "C5H9NSi",
  "method": "the ωB97M-V functional and the def2-TZVPD basis",
  "homo_energy_ha": -0.31377,
  "smiles": "N[SiH2]C1=CC=CC1",
  "de_lowest_kcal_mol": 34.48,
  "max_force_ha_per_bohr": 0.0851,
  "charge": 0,
  "orbital_gap_ha": 0.334,
  "mol_weight_g_mol": 111.22,
  "species": ["C", "C", "C", "C", "C", "N", "Si", "H", "H", "H", "H", "H", "H", "H", "H", "H"],
  "positions_angstrom": [[1.912, 1.718, -0.212], [2.452, 0.525, 0.191], [0.494, 1.658, -0.241], [1.349, -0.501, 0.475], [0.034, 0.423, 0.074], [-1.998, -1.344, -0.689], [-1.770, -0.022, 0.402], [2.515, 2.684, -0.489], [3.387, 0.102, 0.429], [0.006, 2.518, -0.532], [1.282, -1.308, -0.341], [1.664, -1.217, 1.556], [-2.825, -1.980, -0.700], [-1.522, -1.365, -1.546], [-2.250, -0.609, 1.640], [-2.362, 1.397, 0.421]],
  "forces_ev_per_angstrom": [[3.8, 0.5, 0.1], [-2.3, -0.5, 0.1], [0.6, -2.3, 0.3], [-0.4, -0.3, -0.3], [0.4, -1.1, 2.7], [-2.1, -0.6, 1.0], [0.9, 0.6, -0.8], [-1.2, -2.1, 0.6], [1.5, 0.7, -0.2], [-1.7, 1.4, -0.6], [0.5, 0.9, 1.0], [-1.7, 2.6, -3.1], [1.1, 1.0, 0.1], [0.6, 0.0, -1.2], [0.1, -0.1, 0.7], [-0.2, -0.8, -0.5]]
}


{
  "formula": "C5H9NSi",
  "method": "the ωB97M-V functional and the def2-TZVPD basis",
  "s_squared": 2.014,
  "homo_energy_ha": [-0.18619, -0.33910],
  "de_lowest_kcal_mol": 3.93,
  "max_force_ha_per_bohr": 0.1190,
  "spin_multiplicity": 3,
  "charge": 0,
  "orbital_gap_ha": [0.221, 0.272],
  "mol_weight_g_mol": 111.22,
  "species": ["C", "C", "C", "C", "C", "N", "Si", "H", "H", "H", "H", "H", "H", "H", "H", "H"],
  "positions_angstrom": [[2.124, 0.249, -0.575], [1.919, -1.082, 0.043], [1.163, 1.078, -0.152], [0.829, -1.037, 0.913], [0.248, 0.394, 0.712], [-2.405, -0.411, -0.881], [-1.623, 0.587, 0.286], [2.724, 0.526, -1.435], [2.566, -1.953, -0.057], [1.045, 2.049, -0.511], [0.358, -1.858, 1.410], [0.204, 0.789, 1.768], [-2.028, -0.489, -1.761], [-2.883, -1.225, -0.670], [-2.743, 0.580, 1.279], [-1.499, 1.804, -0.369]],
  "forces_ev_per_angstrom": [[1.6, -5.7, -0.3], [4.2, 2.5, -3.7], [-1.2, 0.9, 0.5], [-2.4, 2.2, 0.6], [-2.7, -2.0, 4.2], [0.4, 1.4, 1.3], [-0.6, -1.4, 0.0], [0.6, -0.5, 0.4], [-0.1, 0.4, -0.3], [-0.3, 1.4, -0.4], [-0.2, -0.2, 0.1], [0.0, 0.5, -0.5], [1.0, -0.1, -2.4], [-1.0, -1.7, 0.7], [0.8, 0.1, 0.5], [-0.1, 2.1, -0.8]]
}